No. 1
Density functional theory data (ωB97M-V/def2-TZVPD) for one molecule with the formula C4H10N2O in a non-equilibrium geometry.

```
17
Properties=species:S:1:pos:R:3:forces:R:3
N -0.1693 1.9703 1.4419 0.2775 -0.0032 0.5105
C 0.6146 0.9639 0.7250 0.4025 -0.7159 0.7062
C -0.2263 -0.2294 0.2805 -0.9572 0.4338 -0.8726
N -1.3775 0.2925 -0.4707 0.3704 0.5735 -0.6112
C 0.6648 -1.1686 -0.5610 -0.2500 -0.8066 1.0115
C 0.0208 -1.7854 -1.7768 0.9318 0.2495 -0.8538
O 0.4199 -2.7958 -2.3062 -0.2155 -0.1264 0.4606
H -0.4399 1.5744 2.3422 -0.2622 -0.0934 -0.2481
H 0.4375 2.7315 1.7339 0.0011 0.1032 -0.3746
H 1.4208 0.5351 1.3427 0.0507 0.1812 -0.1003
H 1.1002 1.3887 -0.1566 -0.2572 0.2023 0.0098
H -0.6413 -0.8044 1.1115 0.4534 0.0583 0.3910
H -2.2766 -0.1415 -0.3346 0.1730 -0.2958 0.2527
H -1.4768 1.2806 -0.2791 -0.1312 -0.0198 0.0793
H 1.0311 -1.9508 0.1170 -0.1072 -0.1657 -0.3288
H 1.5946 -0.7138 -0.9018 -0.0909 0.4641 -0.2676
H -0.6968 -1.1472 -2.3079 -0.3889 -0.0391 0.2354
```
Positions in Å, forces in eV/Å.

Values from the calculation:
Lowest unoccupied orbital energy = 0.031 Ha
Energy above the lowest of the compared OMol25 structures with the same formula, charge and spin = 43.01 kcal per mole
2S+1 = 1
Highest occupied orbital energy = -8.95 eV
Energy = -343.13292 a.u.

No. 2
Density functional theory data (ωB97M-V/def2-TZVPD) for C30H22BrN5O3S2V as an isolated structure in a non-equilibrium geometry.

```
64
Properties=species:S:1:pos:R:3:forces:R:3
V -14.6449 -10.2194 3.9967 1.0769 -0.2177 0.8140
Br -17.2043 -7.8162 13.4364 0.0356 0.0266 -0.1173
C -17.8638 -8.8657 11.9961 -0.6558 -0.1366 -1.0494
C -18.3496 -8.2290 10.8110 0.9464 -0.6846 1.8176
C -18.8370 -8.9460 9.7596 -0.5102 -1.7002 -0.4408
C -18.7498 -10.3632 9.7962 0.1291 -0.7520 3.5322
C -18.4838 -11.0048 11.0729 0.7755 1.7308 -0.7897
C -17.9663 -10.2488 12.1457 -1.0282 -0.7830 -0.1489
N -18.7272 -11.0797 8.6474 -1.4506 1.8479 -0.9688
N -18.1580 -12.1948 8.6679 1.4101 -0.9478 -1.2061
C -17.5712 -12.4401 7.4284 -1.5161 1.4647 -0.0864
C -16.6054 -13.4368 7.4043 0.4149 -0.9095 0.1288
C -15.5566 -13.3997 6.5178 -0.0628 0.3628 -1.1441
C -15.4423 -12.2751 5.6380 0.0818 0.7883 0.8368
O -14.2656 -11.8094 5.2070 -0.9573 0.2456 -1.4302
C -16.5779 -11.4493 5.4130 -0.1183 0.5842 -0.4469
N -16.4777 -10.5071 4.3104 -1.0855 -1.5607 1.7848
C -17.4907 -9.6326 4.1091 -0.8185 0.1297 1.9872
C -18.5619 -9.5629 4.9905 0.2536 -0.5366 -1.1318
C -18.7206 -10.5552 5.9908 -0.3494 0.4585 0.4151
C -17.6838 -11.4213 6.3084 1.0888 -2.2934 -0.1865
H -18.1987 -7.1859 10.7199 -0.2645 0.9971 0.0597
H -19.3285 -8.5113 8.8940 0.6256 0.2372 -0.0856
H -18.5154 -12.0851 11.1093 0.0380 0.0636 0.0688
H -17.7590 -10.7900 13.0968 0.0716 0.7747 -0.7759
H -16.6225 -14.2133 8.1934 -0.1064 0.6010 -0.5309
H -14.8505 -14.2150 6.3985 0.2275 0.2959 0.4456
H -17.4005 -8.8893 3.3473 0.3584 0.2099 -0.5290
H -19.2947 -8.7735 4.8046 0.0352 -0.4795 0.1887
H -19.6375 -10.6564 6.5494 0.0716 0.4068 -0.0070
O -12.9476 -8.4289 7.1454 1.3774 0.0474 -0.1977
S -12.1987 -8.8050 5.9689 -2.4730 -1.8376 -0.9195
O -11.4656 -10.0601 5.9206 -0.3871 1.7728 0.1622
N -13.4706 -8.8200 4.7421 1.6249 2.4173 -0.4327
C -13.4162 -7.6814 3.9527 -1.4099 -1.1867 1.1941
S -14.6692 -7.1043 2.9426 1.1989 -1.1266 1.0093
C -12.1646 -6.9568 4.1817 0.8667 0.8348 -0.5118
C -11.7115 -5.9134 3.3610 0.8587 -1.7472 0.7965
C -10.3764 -5.5579 3.4735 0.3676 -0.0847 0.7543
C -9.5485 -6.1416 4.4523 0.2654 0.4713 -0.2132
C -10.0469 -7.0730 5.3641 0.4610 0.8651 -0.2748
C -11.3464 -7.4770 5.1758 -0.4036 -0.1236 0.1357
H -12.3268 -5.6974 2.5310 -0.5976 0.8667 -0.6403
H -9.9399 -4.8036 2.8420 0.0002 0.0508 -0.3265
H -8.4743 -5.8656 4.4789 -0.8960 -0.1004 0.1253
H -9.4169 -7.3636 6.1921 -0.1087 -0.5175 -0.0645
C -15.7113 -9.7151 0.3549 0.0091 0.4087 -1.1305
C -14.6842 -10.7736 0.1608 1.0789 -0.7584 -0.0898
C -14.4290 -11.3885 -1.0694 0.3575 -0.2142 0.7485
C -13.5167 -12.4587 -1.1376 -0.8072 1.1630 -1.0030
C -12.7860 -12.8869 -0.0728 -0.5225 1.5313 1.5386
C -12.9789 -12.2640 1.1787 -0.7557 1.0844 0.3800
C -12.2697 -12.6571 2.4319 0.7417 -1.8856 0.3035
C -13.8916 -11.1702 1.2824 -1.0218 -0.8556 -0.8145
N -14.1988 -10.5484 2.4866 1.2745 -1.1911 -1.6652
H -16.2988 -9.9058 1.2454 -0.0650 0.1419 0.1483
H -16.3719 -9.6731 -0.5293 0.1515 -0.0202 0.3848
H -15.2002 -8.7457 0.4228 -0.3135 -0.0514 0.3206
H -14.8663 -10.9957 -1.9862 -0.2551 -0.2728 0.2226
H -13.3505 -12.9056 -2.0946 0.1522 -0.2149 -0.5235
H -11.9744 -13.5318 -0.2577 0.6342 -1.1592 0.2267
H -11.3442 -12.1133 2.5706 0.3563 0.2053 -0.0582
H -12.0199 -13.7469 2.4204 0.1294 0.7056 -0.3563
H -12.7884 -12.5885 3.3841 -0.6066 0.5576 -0.2332
```
Positions in Å, forces in eV/Å.

Values from the calculation:
Lowest unoccupied orbital energy (alpha / beta) = 0.049 / 0.050 Ha
2S+1 = 3
Highest occupied orbital energy (alpha / beta) = -2.80 / -4.12 eV
Energy = -5970.28284 a.u.
Charge = -1

No. 3
Density functional theory data (ωB97M-V/def2-TZVPD) for one molecule with the formula C2H2N2O2 in a non-equilibrium geometry.

```
8
Properties=species:S:1:pos:R:3:forces:R:3
N -1.7240 -0.0831 -0.0993 -2.0767 -0.0804 -0.0472
N -1.1581 -1.0439 0.4377 2.4030 2.1121 0.7455
C 0.2638 -0.6519 0.4383 1.5119 1.4741 -1.1778
O 1.0725 0.8094 0.8417 -2.9161 -1.3533 -0.6741
C 0.4358 0.5429 -0.3768 -1.2063 -0.2827 2.2371
O -0.9736 0.9671 -0.5032 1.3875 -0.6576 0.0945
H 1.1478 -1.2142 0.5396 -0.0286 -1.6496 0.2819
H 0.9357 0.6738 -1.2780 0.9253 0.4374 -1.4599
```
Positions in Å, forces in eV/Å.

Values from the calculation:
Lowest unoccupied orbital energy = -0.023 Ha
Energy above the lowest of the compared OMol25 structures with the same formula, charge and spin = 124.14 kcal per mole
2S+1 = 1
Highest occupied orbital energy = -10.77 eV
Energy = -337.22660 a.u.

No. 4
Density functional theory data (ωB97M-V/def2-TZVPD) for C30H40BrCl2HgN6O2P2Se2Te2 as an isolated structure.

```
88
Properties=species:S:1:pos:R:3:forces:R:3
Hg -0.4725 1.0017 -0.0682 0.5778 0.3300 -0.1066
C -0.7854 -1.8032 2.2715 -0.0248 0.0137 -0.0127
P 0.4285 -0.9586 1.2057 0.0062 -0.0134 0.1634
C 0.8672 -2.2809 0.0346 -0.0710 0.0594 -0.0221
N 1.2419 -3.4256 0.6504 0.0216 -0.0211 -0.0052
C 1.4169 -4.5099 -0.1615 -0.0146 -0.0243 0.0056
C 1.8444 -5.7310 0.3830 0.0013 0.0245 0.0366
C 1.9682 -6.8627 -0.4041 -0.0085 -0.0203 -0.0321
C 1.6601 -6.8045 -1.7629 0.0159 -0.0025 0.0308
C 1.2515 -5.6067 -2.3257 -0.0035 0.0241 -0.0377
C 1.1404 -4.4412 -1.5551 0.0152 -0.0191 -0.0108
N 0.7768 -3.2632 -2.1544 0.0200 -0.0356 -0.0243
C 0.6819 -2.1916 -1.3491 -0.0723 0.1450 0.1193
P 0.2633 -0.6019 -2.1624 -0.0276 0.0583 -0.1649
C -0.8221 -1.1690 -3.5175 -0.0178 -0.0831 0.0302
C 1.8143 -0.0367 -3.0366 0.0191 -0.0044 0.0802
C 2.5903 -1.1884 -3.6716 0.0211 0.0254 -0.0490
C 1.4020 0.9833 -4.1050 -0.0469 0.0231 0.0331
C 2.6895 0.6536 -1.9898 -0.0267 -0.0083 0.0178
C 1.8507 -0.6391 2.3596 0.0103 0.0817 -0.0580
C 2.0568 -1.7894 3.3502 -0.0465 -0.0304 -0.0098
C 1.5009 0.6523 3.1112 0.0308 0.0191 0.0159
C 3.1143 -0.4329 1.5279 -0.0304 -0.1181 -0.0260
H -0.4409 -2.8265 2.4203 0.0009 0.0030 0.0220
H -1.7667 -1.7994 1.8025 0.0011 0.0082 -0.0133
H -0.8618 -1.2819 3.2237 -0.0001 0.0112 -0.0055
H 2.0670 -5.7550 1.4435 -0.0106 -0.0067 0.0023
H 2.2985 -7.7954 0.0383 0.0006 -0.0011 0.0019
H 1.7464 -7.6914 -2.3794 -0.0016 -0.0032 0.0004
H 1.0138 -5.5312 -3.3805 0.0192 0.0018 -0.0017
H -0.4032 -2.0645 -3.9762 0.0153 0.0185 -0.0175
H -0.9491 -0.3646 -4.2386 0.0039 -0.0018 0.0019
H -1.8089 -1.3985 -3.1118 0.0106 0.0070 0.0029
H 1.9796 -1.7596 -4.3724 -0.0030 0.0016 -0.0054
H 2.9667 -1.8825 -2.9199 -0.0088 0.0011 0.0057
H 3.4465 -0.7743 -4.2155 -0.0044 -0.0002 -0.0141
H 1.0126 0.4930 -4.9991 -0.0142 0.0018 0.0026
H 2.2805 1.5674 -4.3918 0.0080 -0.0212 -0.0335
H 0.6412 1.6811 -3.7447 0.0381 0.0194 0.0181
H 3.0111 -0.0501 -1.2205 0.0051 -0.0005 -0.0010
H 2.1747 1.4817 -1.4968 0.0118 -0.0014 -0.0219
H 3.5853 1.0577 -2.4700 0.0147 -0.0176 0.0069
H 1.2673 -1.8196 4.1039 -0.0139 -0.0115 -0.0032
H 3.0054 -1.6195 3.8681 -0.0163 0.0166 0.0331
H 2.0991 -2.7535 2.8448 0.0249 0.0104 -0.0074
H 0.4872 0.6295 3.5230 0.0197 -0.0219 0.0396
H 1.5773 1.5186 2.4535 -0.0413 -0.0258 0.0060
H 2.2014 0.7833 3.9413 0.0192 0.0116 -0.0130
H 3.3467 -1.3259 0.9417 0.0092 -0.0244 0.0173
H 3.9526 -0.2344 2.2017 0.0007 0.0222 -0.0037
H 3.0302 0.4377 0.8792 0.0177 -0.0317 0.0365
C -1.7309 6.2356 2.1228 -0.0107 0.0097 0.0007
C -2.0850 4.8745 2.6408 -0.0423 -0.0181 -0.0353
C -3.1860 4.6426 3.4538 0.0380 0.0353 -0.0200
C -3.4927 3.3549 3.8638 -0.0053 -0.0446 -0.0248
C -2.6652 2.3423 3.4112 -0.0674 0.0935 -0.0314
Br -3.0720 0.5492 3.9437 -0.0010 0.0008 -0.0097
N -1.6190 2.5159 2.6420 -0.0604 -0.1533 0.2048
C -1.3284 3.7636 2.2725 0.2136 0.0856 0.1007
H -2.2857 7.0128 2.6512 0.0079 0.0024 -0.0012
H -1.9515 6.3018 1.0542 0.0050 -0.0043 0.0034
H -0.6629 6.4247 2.2237 0.0382 0.0062 0.0159
H -3.8080 5.4723 3.7710 -0.0060 0.0008 -0.0092
H -4.3383 3.1378 4.4998 -0.0021 0.0045 -0.0032
H -0.4304 3.8820 1.6714 -0.0128 -0.0407 -0.0572
Se -1.6701 3.1932 -0.8182 -0.4378 -0.2846 -0.6961
Te -0.5582 5.2799 -1.7613 0.1132 -0.3162 0.2560
Te -3.6152 3.1918 -4.4263 0.0474 -0.1059 0.2098
Se -2.2722 1.8414 -2.7844 -0.1903 0.3514 -0.0051
Cl 2.1790 5.2682 2.4154 -0.0534 -0.0149 -0.0100
C 2.6435 4.7512 0.7548 0.0021 0.0756 0.0822
Cl 4.2445 5.4200 0.3652 -0.0279 -0.0309 -0.0276
C 2.5746 3.1970 0.6937 -0.0767 0.0761 -0.1915
O 3.6020 2.5492 0.8719 0.1014 0.0446 -0.0017
O 1.3998 2.8097 0.4565 0.0121 -0.0923 0.2094
H 1.9176 5.1947 0.0785 -0.0099 -0.0279 -0.0037
N -4.1230 -3.0969 -1.7138 -0.0516 -0.0796 0.0400
C -4.1315 -1.8590 -1.1086 0.0909 0.0601 0.0338
C -2.9568 -1.3274 -0.5522 -0.0862 0.0067 -0.0992
N -2.9549 -0.1596 0.0522 0.0006 -0.0144 0.1157
C -4.1054 0.5136 0.1250 0.0566 -0.0463 -0.0485
C -5.2537 -0.0188 -0.4226 -0.0312 0.0105 -0.0199
N -5.2807 -1.2042 -1.0338 -0.0256 0.0159 -0.0109
H -3.2337 -3.4274 -2.0524 0.0031 0.0135 -0.0316
H -4.9054 -3.2645 -2.3247 0.0285 0.0209 -0.0344
H -2.0128 -1.8613 -0.6384 -0.0078 -0.0165 0.0634
H -4.0861 1.4903 0.5909 0.0000 0.0007 0.0037
H -6.1857 0.5324 -0.3874 -0.0076 -0.0139 0.0033
```
Positions in Å, forces in eV/Å.

Values from the calculation:
Lowest unoccupied orbital energy (alpha / beta) = 0.135 / 0.135 Ha
2S+1 = 2
Highest occupied orbital energy (alpha / beta) = -1.38 / -1.38 eV
Energy = -11315.79823 a.u.
Charge = -2

No. 5
Density functional theory data (ωB97M-V/def2-TZVPD) for a 2-piece molecular cluster, C3H9NP2 overall in a non-equilibrium geometry.

```
15
Properties=species:S:1:pos:R:3:forces:R:3
C 2.4824 -0.1176 -0.9697 -0.3462 -0.1434 0.5716
C -0.6109 1.5056 -0.0978 0.0647 -0.0534 -0.1245
C -0.6229 0.5591 1.0375 1.0179 -0.6798 -0.2744
N -1.3968 -0.5676 0.9644 -0.1746 0.1071 0.3790
P 2.0648 -0.7479 0.5036 -0.4261 0.4931 0.0419
P -1.5372 -1.4063 -0.5442 -0.0860 0.0843 -0.0421
H 3.4425 -0.3126 -1.4231 0.2087 -0.0445 -0.1322
H 1.8170 0.5158 -1.5418 -0.0709 0.1715 -0.1873
H 0.1293 2.2843 0.0700 0.0232 -0.0188 -0.0739
H -1.5903 1.9732 -0.2280 -0.1404 0.0897 -0.0290
H -0.3792 0.9799 -1.0292 0.0392 0.2190 -0.0426
H -0.3735 0.9089 2.0258 -0.0568 0.0029 0.1176
H -1.3307 -1.1552 1.7843 -0.0088 0.0949 -0.0873
H -1.9159 -2.6077 0.0639 -0.2542 -0.2861 0.0340
H -0.1785 -1.8119 -0.6156 0.2105 -0.0364 -0.1507
```
Positions in Å, forces in eV/Å.

Values from the calculation:
Lowest unoccupied orbital energy (alpha / beta) = -0.001 / 0.024 Ha
Energy above the lowest of the compared OMol25 structures with the same formula, charge and spin = 77.06 kcal per mole
2S+1 = 1
Highest occupied orbital energy (alpha / beta) = -6.50 / -7.12 eV
Energy = -857.02136 a.u.

No. 6
Density functional theory data (ωB97M-V/def2-TZVPD) for C14H26CuN6O2S as an isolated structure.

```
50
Properties=species:S:1:pos:R:3:forces:R:3
Cu -0.1353 0.9683 1.0096 0.0291 0.2900 0.4849
O 1.3854 -0.7996 1.7555 0.0676 -0.0214 -0.0062
C 1.5745 -0.5995 3.1338 -0.0271 0.1561 -0.0552
C 1.5424 0.8892 3.4301 -0.0147 -0.0908 -0.0825
C 2.0833 1.3630 4.6179 0.0476 -0.0782 0.0108
C 2.0477 2.7146 4.8880 0.0214 0.0685 0.0669
C 1.4769 3.5695 3.9557 -0.0278 0.0338 -0.0470
C 0.9562 3.0251 2.8011 0.0399 -0.0815 0.0099
N 0.9826 1.7086 2.5359 -0.1314 -0.0223 -0.0616
H 0.9653 -1.6429 1.5297 0.0516 -0.0561 -0.0023
H 2.5454 -0.9882 3.4527 0.0112 -0.0259 0.0337
H 0.8054 -1.1012 3.7286 -0.0468 0.0255 -0.0007
H 2.5327 0.6654 5.3135 -0.0034 0.0169 -0.0092
H 2.4651 3.1019 5.8083 -0.0036 -0.0053 -0.0123
H 1.4359 4.6376 4.1169 0.0009 -0.0209 -0.0001
H 0.4966 3.6506 2.0468 -0.0008 -0.0062 -0.0018
C -1.7470 -1.9066 -2.4250 -0.0431 0.0355 -0.0239
N -2.5335 -0.7739 -1.9575 0.0099 -0.0133 0.0526
C -3.8027 -0.5127 -2.6224 0.0182 -0.0305 -0.0093
C -2.0023 0.0955 -1.0530 -0.0072 0.0312 0.0074
N -0.8599 -0.0260 -0.4728 -0.1476 -0.1840 -0.2548
N -2.8177 1.2016 -0.7983 0.0609 -0.0054 0.0720
C -2.9473 1.9346 0.3737 -0.0958 -0.0450 -0.1509
N -3.9999 2.8223 0.2939 -0.0098 -0.0378 0.0478
N -2.1544 1.8126 1.3672 0.0852 0.0430 -0.0432
H -2.4298 -2.6830 -2.7622 0.0043 0.0084 -0.0269
H -1.1459 -2.3294 -1.6240 0.0121 0.0008 0.0166
H -1.0926 -1.6307 -3.2584 0.0172 0.0089 0.0147
H -4.0468 -1.3716 -3.2399 -0.0121 -0.0024 0.0168
H -3.7604 0.3555 -3.2897 0.0094 -0.0074 0.0007
H -4.6134 -0.3815 -1.9039 0.0152 -0.0036 -0.0042
H -0.3818 -0.9068 -0.6490 -0.0144 -0.0104 -0.0809
H -3.4524 1.4606 -1.5312 0.0012 0.0363 -0.0128
H -4.8204 2.5408 -0.2191 0.0080 -0.0099 -0.0037
H -4.2132 3.3221 1.1408 0.0054 0.0299 0.0008
H -2.4746 2.3653 2.1553 0.0751 -0.0068 0.0248
O 0.7582 -2.5240 -0.2933 0.2449 -0.0583 -0.1283
S 2.1892 -2.7091 -0.7722 -0.1777 0.0272 0.1487
C 2.7820 -1.0676 -1.2581 0.0038 0.0299 0.0090
C 2.2733 -0.8192 -2.6705 0.0371 0.0289 0.0150
C 2.5497 -2.1208 -3.4171 -0.0171 -0.0205 0.0319
C 2.0547 -3.2502 -2.5118 -0.0719 0.0034 -0.0231
H 3.8737 -1.1065 -1.2250 -0.0135 -0.0093 -0.0017
H 2.4252 -0.3816 -0.4910 0.0058 0.0163 -0.0001
H 2.7744 0.0334 -3.1287 -0.0033 -0.0025 0.0061
H 1.2038 -0.5983 -2.6445 -0.0170 -0.0196 -0.0071
H 3.6235 -2.2211 -3.5871 -0.0033 -0.0111 -0.0004
H 2.0637 -2.1638 -4.3916 -0.0182 0.0066 0.0040
H 2.5812 -4.1936 -2.6413 0.0145 0.0139 0.0174
H 0.9836 -3.4288 -2.6162 0.0099 -0.0245 -0.0424
```
Positions in Å, forces in eV/Å.

Values from the calculation:
Lowest unoccupied orbital energy = -0.070 Ha
2S+1 = 1
Highest occupied orbital energy = -10.01 eV
Energy = -3066.60540 a.u.
Charge = +1

No. 7
Density functional theory data (ωB97M-V/def2-TZVPD) for one molecule with the formula C4H5N3S in a non-equilibrium geometry.

```
13
Properties=species:S:1:pos:R:3:forces:R:3
C 3.6538 0.1393 0.1241 1.8888 1.1283 4.4333
N 2.5025 -0.6819 0.0150 -1.1503 -0.2147 -0.0948
C 1.4294 -0.0333 -0.0774 -1.3182 -1.3978 0.0172
N 0.1593 -0.6402 -0.2717 0.5271 3.1293 0.1368
C -1.1055 -0.1457 -0.1469 0.9610 2.2084 1.3585
S -2.4160 -1.0024 0.1417 -1.2519 -1.2004 -0.2793
C -1.2941 1.3325 0.0056 1.5892 -5.8990 -0.8510
N -1.3872 2.4428 -0.0161 -0.5528 4.7782 0.1726
H 4.1539 0.0992 -0.7744 0.8500 0.8293 -2.4254
H 3.4469 1.2102 0.6069 0.4832 -1.9991 -1.4987
H 4.5511 -0.2969 0.7796 -2.3622 0.4472 -0.7301
H 1.2994 0.9946 0.0203 0.2600 2.0833 0.1837
H 0.1802 -1.5702 -0.4228 0.0761 -3.8932 -0.4227
```
Positions in Å, forces in eV/Å.

Values from the calculation:
Lowest unoccupied orbital energy = -0.035 Ha
Energy above the lowest of the compared OMol25 structures with the same formula, charge and spin = 57.22 kcal per mole
2S+1 = 1
Highest occupied orbital energy = -9.57 eV
Energy = -717.80245 a.u.